C4H13NO2 | ωB97M-V/def2-TZVPD

```
20
Properties=species:S:1:pos:R:3
C -0.33 0.06 -0.20
C 0.88 -0.57 0.55
C 1.98 0.46 0.77
O 1.47 -1.64 -0.17
C -1.19 -0.91 -1.02
N -1.27 -2.27 -0.40
H -0.96 0.55 0.54
H 0.06 0.80 -0.90
H 0.53 -0.92 1.53
H 2.23 0.89 -0.20
H 2.88 -0.06 1.11
H 1.67 1.25 1.45
H 0.75 -2.28 -0.31
H -2.19 -0.48 -1.08
H -0.79 -1.03 -2.02
H -1.89 -2.24 0.41
H -1.68 -2.92 -1.06
H -1.25 4.36 0.32
H -0.01 3.48 0.54
O -0.89 3.48 0.14
```

Computed properties:
2S+1 = 1
Kohn-Sham gap = 10.206 eV
Largest force on an atom = 0.9 eV/A
Calculated total energy = -9943.787 eV
Relative energy (zero: lowest compared OMol25 entry of this formula, charge and spin) = 9.4 kcal/mol
Structure (SMILES) = C[C@H](O)CCN.O


C19H34O8 | ωB97M-V/def2-TZVPD

```
61
Properties=species:S:1:pos:R:3
O 5.41 -2.20 -0.89
C 4.24 -2.39 -1.17
O 3.78 -3.63 -1.50
C 3.19 -1.30 -1.15
C 2.30 -1.48 0.10
C 0.85 -1.06 -0.08
C 0.11 -1.61 -1.31
C -1.12 -2.35 -0.77
O -1.01 -2.35 0.67
C 0.10 -1.71 1.08
O 0.45 -1.75 2.24
H 2.87 -3.72 -1.20
H 2.62 -1.29 -2.08
H 3.73 -0.36 -1.07
H 2.32 -2.51 0.44
H 2.74 -0.89 0.89
H 0.65 0.01 -0.05
H -0.31 -0.79 -1.89
H 0.67 -2.22 -2.00
H -1.19 -3.38 -1.08
H -2.06 -1.88 -1.02
C 0.62 4.46 0.61
C 0.52 3.08 1.21
O 1.26 2.18 0.88
C -0.55 2.86 2.25
H 1.43 4.48 -0.11
H -0.32 4.72 0.12
H 0.82 5.19 1.39
H -1.53 3.06 1.82
H -0.40 3.53 3.10
H -0.52 1.83 2.60
C -0.03 9.73 0.40
C 0.26 8.35 -0.16
O -0.34 7.38 0.22
C 1.33 8.26 -1.21
H -0.82 9.66 1.14
H 0.87 10.14 0.86
H -0.35 10.40 -0.40
H 2.28 8.61 -0.81
H 1.07 8.87 -2.08
H 1.44 7.23 -1.53
C -5.53 -3.60 -1.61
C -5.18 -2.13 -1.65
O -4.06 -1.76 -1.87
C -6.30 -1.16 -1.40
H -4.64 -4.19 -1.80
H -5.93 -3.86 -0.62
H -6.29 -3.83 -2.36
H -6.73 -1.32 -0.41
H -7.09 -1.29 -2.14
H -5.92 -0.14 -1.45
C 0.83 -6.67 1.64
C 1.95 -5.73 1.27
O 1.79 -4.84 0.46
C 3.28 -5.94 1.94
H -0.07 -6.41 1.08
H 1.11 -7.70 1.40
H 0.62 -6.60 2.71
H 3.66 -6.94 1.72
H 3.16 -5.84 3.02
H 3.99 -5.20 1.59
```

Computed properties:
2S+1 = 1
Kohn-Sham gap = 10.063 eV
Largest force on an atom = 1.6 eV/A
Calculated total energy = -36634.851 eV
Relative energy (zero: lowest compared OMol25 entry of this formula, charge and spin) = 0.0 kcal/mol
Structure (SMILES) = O=C(O)CC[C@H]1CCOC1=O.CC(C)=O.CC(C)=O.CC(C)=O.CC(C)=O


C5H8NO5P | ωB97M-V/def2-TZVPD

```
20
Properties=species:S:1:pos:R:3
C 2.64 -1.01 0.38
C 1.45 -1.57 0.81
C -2.00 2.47 0.85
C -1.69 2.04 -0.71
C -0.48 0.06 -1.09
N -1.57 0.69 -0.89
O -1.28 3.39 1.15
O -0.54 -1.15 -3.36
O -0.19 -2.82 -1.40
O -2.76 1.77 1.45
O -2.39 -1.65 -1.52
P -0.75 -1.54 -1.94
H 3.17 -0.42 1.20
H 2.94 -0.92 -0.69
H 1.27 -1.44 1.90
H -0.81 2.57 -1.16
H -2.71 2.30 -1.07
H 0.50 0.65 -1.18
H 0.93 -2.37 0.27
H -2.56 -0.92 -1.06
```

Computed properties:
2S+1 = 1
Kohn-Sham gap = 7.066 eV
Net charge = -2
Largest force on an atom = 7.0 eV/A
Calculated total energy = -26331.695 eV
Relative energy (zero: lowest compared OMol25 entry of this formula, charge and spin) = 65.9 kcal/mol


C10H18Cl3GeI2NO5Tc | ωB97M-V/def2-TZVPD

```
41
Properties=species:S:1:pos:R:3
Tc -0.01 0.48 -0.42
O -0.85 -1.40 -1.09
C -2.27 -1.56 -0.85
C -2.93 -0.20 -0.99
N -2.17 0.76 -0.16
C -2.41 0.55 1.29
C -1.44 -0.46 1.88
O -1.67 -1.08 2.87
O -0.27 -0.52 1.24
C -2.40 2.18 -0.54
C -1.19 3.00 -0.16
O -1.11 4.03 0.38
O 0.03 2.28 -0.48
H -0.62 -1.66 -2.01
H -2.37 -1.99 0.14
H -2.66 -2.28 -1.57
H -3.97 -0.24 -0.68
H -2.88 0.13 -2.03
H -3.44 0.24 1.48
H -2.24 1.49 1.82
H -3.28 2.59 -0.05
H -2.52 2.24 -1.62
C 2.65 0.49 1.53
C 2.54 -0.78 0.70
C 3.94 -1.28 0.31
C 1.74 -0.57 -0.56
H 3.32 0.34 2.38
H 1.70 0.82 1.96
H 3.07 1.31 0.94
H 2.05 -1.56 1.29
H 4.47 -0.53 -0.28
H 3.88 -2.20 -0.28
H 4.51 -1.49 1.21
H 1.66 -1.47 -1.17
H 2.16 0.25 -1.21
Cl 1.84 1.72 -3.56
Ge 0.08 0.69 -2.97
Cl 0.12 -1.26 -3.93
Cl -1.58 1.68 -3.93
I 1.04 -2.08 4.19
I 3.52 -2.66 4.93
```

Computed properties:
2S+1 = 1
Kohn-Sham gap (spin up / spin down) = 4.982 / 4.983 eV
Net charge = +1
Largest force on an atom = 1.3 eV/A
Calculated total energy = -134869.024 eV
Relative energy (zero: lowest compared OMol25 entry of this formula, charge and spin) = 9.8 kcal/mol


C5H8N | ωB97M-V/def2-TZVPD

```
14
Properties=species:S:1:pos:R:3
C -1.59 -0.66 -0.43
C -2.06 0.50 0.17
C -0.40 -0.68 0.67
C 0.55 0.14 -0.22
C 1.98 -0.14 0.09
N -0.30 -0.98 -0.73
H -2.17 -1.52 -0.33
H -1.42 1.31 0.19
H -3.14 0.67 0.51
H -0.34 -1.35 1.44
H 0.42 1.13 -0.59
H 2.57 -0.09 -0.81
H 2.01 -1.12 0.50
H 2.36 0.66 0.84
```

Computed properties:
2S+1 = 1
Kohn-Sham gap = 10.469 eV
Net charge = +1
Largest force on an atom = 4.1 eV/A
Calculated total energy = -6792.859 eV
Relative energy (zero: lowest compared OMol25 entry of this formula, charge and spin) = 120.6 kcal/mol


C62H37BrI5N7Zn | ωB97M-V/def2-TZVPD

```
113
Properties=species:S:1:pos:R:3
Zn 0.94 1.94 0.64
I -5.89 3.28 -6.07
C -4.28 3.09 -4.77
C -3.41 4.17 -4.56
C -2.53 4.20 -3.51
C -2.37 3.02 -2.77
C -3.04 1.87 -3.12
C -4.00 1.90 -4.11
C -1.37 2.89 -1.64
C -1.92 2.57 -0.44
C -3.28 2.44 -0.09
C -3.32 2.21 1.25
C -1.92 2.12 1.69
C -1.59 1.58 2.96
C -2.76 1.44 3.90
C -3.39 2.61 4.41
C -4.53 2.53 5.21
C -5.14 1.30 5.34
I -6.83 1.12 6.58
C -4.59 0.15 4.79
C -3.41 0.18 4.09
C -0.36 1.06 3.25
N 0.83 1.24 2.55
C 1.78 0.46 3.10
C 3.02 0.16 2.58
C 3.86 -0.84 3.26
C 4.20 -1.97 2.59
C 4.88 -3.02 3.25
C 5.22 -2.89 4.60
I 6.31 -4.46 5.47
C 4.80 -1.75 5.32
C 4.15 -0.73 4.62
C 3.61 0.87 1.42
C 5.00 0.80 1.03
C 5.14 1.69 0.03
C 3.81 2.18 -0.34
N 2.96 1.68 0.58
C 3.48 2.81 -1.54
C 2.17 3.14 -1.92
C 1.82 3.40 -3.29
C 0.45 3.35 -3.31
C -0.04 3.02 -2.00
N 1.05 2.96 -1.19
C 4.40 3.12 -2.64
C 4.57 4.48 -2.86
C 5.34 4.91 -3.95
C 5.99 3.97 -4.73
I 7.18 4.72 -6.30
C 5.84 2.61 -4.56
C 5.03 2.25 -3.48
C 1.25 -0.24 4.25
C -0.06 0.19 4.40
N -1.10 2.34 0.65
H -3.53 5.08 -5.13
H -1.84 4.99 -3.24
H -2.80 0.97 -2.59
H -4.52 0.99 -4.30
H -4.12 2.66 -0.70
H -4.20 2.09 1.83
H -3.03 3.57 4.20
H -4.93 3.37 5.79
H -5.15 -0.76 4.91
H -3.12 -0.72 3.53
H 3.91 -2.26 1.56
H 5.19 -3.89 2.70
H 4.92 -1.73 6.39
H 3.90 0.23 5.03
H 5.78 0.30 1.64
H 6.13 1.90 -0.48
H 2.38 3.65 -4.16
H -0.14 3.42 -4.17
H 4.13 5.14 -2.13
H 5.46 5.98 -4.20
H 6.26 1.83 -5.19
H 4.89 1.15 -3.35
H 1.83 -0.94 4.88
H -0.82 -0.23 5.00
Br 2.88 -7.42 -2.28
C 2.73 -6.50 -0.52
C 3.37 -7.13 0.51
C 3.25 -6.61 1.79
C 2.47 -5.46 2.01
C 1.88 -4.83 0.95
C 1.98 -5.40 -0.28
I 0.88 -4.53 -1.79
H 3.90 -8.01 0.26
H 3.65 -7.12 2.68
H 2.51 -4.98 2.99
H 1.20 -3.97 1.02
N -3.60 -2.36 -2.59
C -4.90 -2.84 -2.48
C -5.83 -3.18 -3.46
C -7.10 -3.54 -2.97
C -7.38 -3.63 -1.56
C -6.41 -3.29 -0.63
C -5.17 -2.87 -1.09
N -4.05 -2.48 -0.37
C -3.17 -2.18 -1.29
C -1.83 -1.65 -1.02
C -1.36 -1.66 0.26
C -0.15 -1.09 0.59
N 0.57 -0.40 -0.34
C 0.12 -0.36 -1.60
C -1.01 -1.01 -2.00
H -3.03 -2.47 -3.39
H -5.64 -3.11 -4.52
H -7.89 -3.72 -3.73
H -8.36 -3.88 -1.24
H -6.68 -3.22 0.39
H -2.04 -2.01 1.03
H 0.26 -1.16 1.61
H 0.84 0.08 -2.36
H -1.41 -0.89 -3.00
```

Computed properties:
2S+1 = 1
Kohn-Sham gap = 5.738 eV
Largest force on an atom = 3.5 eV/A
Calculated total energy = -234289.577 eV
Relative energy (zero: lowest compared OMol25 entry of this formula, charge and spin) = 49.4 kcal/mol